C5H8O2 | the ωB97M-V functional and the def2-TZVPD basis

ORCA input file:
```
! wB97M-V def2-TZVPD RIJCOSX def2/J DEFGRID3
* xyz 0 1
C -0.979 0.626 1.382
C 0.232 0.397 0.492
C 0.978 -0.875 0.664
O 1.507 -1.205 -0.474
C 1.162 -0.391 -1.492
C -0.035 0.391 -1.038
O -1.277 -0.208 -1.402
H -0.731 0.466 2.436
H -1.790 -0.052 1.104
H -1.349 1.649 1.272
H 0.983 1.205 0.619
H 1.320 -1.401 1.544
H 1.286 -0.856 -2.461
H -0.099 1.408 -1.426
H -1.209 -1.156 -1.221
*
```

The value obtained for the orbital gap (spin up / spin down) is 8.264 / 7.763 eV. The molar mass comes out at 100.117 g/mol. Its electronic energy is -9406.3819 eV. For the relative energy (zero: lowest compared OMol25 entry of this formula, charge and spin), the calculation gives 79.6 kcal per mole. Its LUMO energy (spin up / spin down) is 0.021 / 0.017 Eh.

---

C5H8O2 | the ωB97M-V functional and the def2-TZVPD basis

ORCA input file:
```
! wB97M-V def2-TZVPD RIJCOSX def2/J DEFGRID3
* xyz 0 1
C -1.521 0.134 -0.743
C -0.545 0.089 0.428
C -0.143 -1.337 0.700
O 0.950 -1.768 0.378
C 1.713 0.281 1.171
C 0.779 0.844 0.173
O 1.134 0.872 -1.202
H -2.427 -0.440 -0.524
H -1.058 -0.269 -1.647
H -1.801 1.169 -0.951
H -1.009 0.488 1.336
H -0.860 -2.002 1.205
H 2.654 0.045 0.639
H 0.666 1.891 0.499
H 1.491 -0.004 -1.406
*
```

The value obtained for the orbital gap is 9.019 eV. The molar mass comes out at 100.117 g/mol. Its electronic energy is -9405.2980 eV. For the relative energy (zero: lowest compared OMol25 entry of this formula, charge and spin), the calculation gives 104.6 kcal per mole. Its LUMO energy is 0.006 Eh.

---

C5H8O2 | the ωB97M-V functional and the def2-TZVPD basis

ORCA input file:
```
! wB97M-V def2-TZVPD RIJCOSX def2/J DEFGRID3
* xyz 0 1
O -1.804 1.047 0.808
C -0.921 -0.108 0.620
C -0.508 -0.397 -0.830
C 0.931 -0.383 -0.345
C 2.075 -0.812 -0.853
O -1.324 2.213 0.035
C 0.526 0.223 0.988
H -2.657 0.865 0.382
H -1.389 -0.926 1.173
H -0.737 0.484 -1.439
H -0.888 -1.314 -1.291
H 3.007 -0.728 -0.299
H 2.124 -1.254 -1.845
H 0.638 1.312 0.992
H 0.927 -0.220 1.903
*
```

The value obtained for the orbital gap is 9.529 eV. The molar mass comes out at 100.117 g/mol. Its electronic energy is -9403.7026 eV. For the relative energy (zero: lowest compared OMol25 entry of this formula, charge and spin), the calculation gives 141.4 kcal per mole. Its LUMO energy is 0.019 Eh.

---

C5H8O2 | the ωB97M-V functional and the def2-TZVPD basis

ORCA input file:
```
! wB97M-V def2-TZVPD RIJCOSX def2/J DEFGRID3
* xyz 0 1
C -1.416 -0.741 1.516
C -0.319 -0.188 0.601
C 0.734 0.544 0.878
C 1.493 0.537 -0.379
O 1.284 1.578 -1.249
C -0.153 -0.679 -0.785
O -0.747 0.043 -1.870
H -2.343 -0.486 0.969
H -1.230 -0.152 2.480
H -1.368 -1.798 1.376
H 0.966 0.974 1.878
H 2.487 0.017 -0.445
H 1.278 1.187 -2.232
H 0.136 -1.766 -1.113
H -0.803 0.929 -1.623
*
```

The value obtained for the orbital gap is 8.612 eV. The molar mass comes out at 100.117 g/mol. Its electronic energy is -9405.5264 eV. For the relative energy (zero: lowest compared OMol25 entry of this formula, charge and spin), the calculation gives 99.3 kcal per mole. As for the SMILES: CC(/C=C/O)=C\O. Its LUMO energy is 0.035 Eh.

---

C5H8O2 | the ωB97M-V functional and the def2-TZVPD basis

ORCA input file:
```
! wB97M-V def2-TZVPD RIJCOSX def2/J DEFGRID3
* xyz 0 1
C 0.249 -0.518 1.736
C 0.866 -0.519 0.383
O 0.616 -1.154 -0.795
C -0.471 -0.639 -1.550
C -0.442 0.864 -1.237
O -0.427 0.779 0.153
C 0.446 0.987 1.536
H -0.777 -0.903 1.759
H 0.883 -0.974 2.503
H 1.928 -0.280 0.413
H -1.414 -1.067 -1.193
H -0.298 -0.907 -2.594
H 0.430 1.364 -1.683
H -1.365 1.356 -1.566
H -0.224 1.609 2.136
*
```

The value obtained for the orbital gap is 8.373 eV. The molar mass comes out at 100.117 g/mol. Its electronic energy is -9402.8867 eV. For the relative energy (zero: lowest compared OMol25 entry of this formula, charge and spin), the calculation gives 160.2 kcal per mole. Its LUMO energy is 0.035 Eh.

---

C5H8O2 | the ωB97M-V functional and the def2-TZVPD basis

ORCA input file:
```
! wB97M-V def2-TZVPD RIJCOSX def2/J DEFGRID3
* xyz 0 1
O 2.477 -0.621 -0.368
C 1.187 -0.468 0.171
C 0.579 0.926 -0.029
C -0.826 0.531 -0.461
C -1.662 -0.001 0.705
C 0.290 -1.434 -0.623
O -0.608 -0.709 -1.219
H 2.381 -1.075 -1.216
H 1.259 -0.775 1.213
H 0.592 1.527 0.883
H 1.122 1.465 -0.811
H -1.334 1.232 -1.128
H -1.783 0.740 1.497
H -2.639 -0.359 0.373
H -1.167 -0.921 1.074
*
```

The value obtained for the orbital gap is 9.291 eV. The molar mass comes out at 100.117 g/mol. Its electronic energy is -9406.5495 eV. For the relative energy (zero: lowest compared OMol25 entry of this formula, charge and spin), the calculation gives 75.7 kcal per mole. Its LUMO energy is 0.021 Eh.